(1)
This record from the Open Molecules 2025 dataset describes a 2-piece molecular cluster, C5H11O2 overall in a non-equilibrium geometry. The level of theory is the ωB97M-V functional and the def2-TZVPD basis.

The geometry in ORCA input format:
```
! RIJCOSX wB97M-V def2-TZVPD def2/J DEFGRID3
* xyz -1 1
C -0.270 2.373 -0.995
C 0.527 1.192 -0.514
C -0.145 2.718 -2.488
H 0.000 3.256 -0.394
H -1.338 2.308 -0.792
H 0.218 0.851 0.469
H 0.452 0.330 -1.180
H -0.775 3.576 -2.692
H -0.460 1.828 -3.047
H 1.580 1.456 -0.433
H 0.910 2.792 -2.808
C -0.332 -2.510 0.056
C 0.014 -1.633 1.302
O 1.224 -1.328 1.382
O -0.949 -1.341 2.045
H -1.419 -2.594 -0.032
H 0.038 -3.520 0.224
H 0.136 -2.083 -0.826
*
```

Results
HOMO level   -3.9 eV
Frontier orbital gap   7.5 eV
LUMO energy   3.623 eV

Here are the Mulliken charges for atoms 1 to 5, given in e: C -0.21; C -0.87; C -1.14; H 0.27; H 0.31



(2)
This record from the Open Molecules 2025 dataset describes a 2-piece molecular cluster, C5H11O2 overall in a non-equilibrium geometry. The level of theory is the ωB97M-V functional and the def2-TZVPD basis.

The geometry in ORCA input format:
```
! RIJCOSX wB97M-V def2-TZVPD def2/J DEFGRID3
* xyz -1 1
C -0.908 -0.601 -2.160
C -0.003 -1.730 -1.679
C 0.051 0.773 -2.543
O 1.234 0.658 -2.208
O -0.627 1.555 -3.217
H -1.254 -0.799 -3.175
H -1.640 -0.337 -1.415
H -0.108 -2.784 -1.982
H 0.053 -1.791 -0.585
H 1.011 -1.478 -2.009
C 0.305 1.586 2.370
C 0.230 0.136 2.885
H -0.525 1.745 1.700
H 0.284 2.260 3.206
H 1.201 1.719 1.756
H -0.489 0.035 3.700
H -0.010 -0.675 2.182
H 1.194 -0.272 3.173
*
```

Results
HOMO level   -3.5 eV
Frontier orbital gap   7.1 eV
LUMO energy   3.619 eV

Here are the Mulliken charges for atoms 1 to 5, given in e: C -0.59; C -0.70; C 0.54; O -0.69; O -0.71



(3)
This record from the Open Molecules 2025 dataset describes a 2-piece molecular cluster, C5H11O2 overall in a non-equilibrium geometry. The level of theory is the ωB97M-V functional and the def2-TZVPD basis.

The geometry in ORCA input format:
```
! RIJCOSX wB97M-V def2-TZVPD def2/J DEFGRID3
* xyz -1 1
C -0.350 -0.247 -2.092
C -1.296 0.795 -1.497
C 0.570 -0.920 -1.034
H -0.943 -1.047 -2.529
H 0.253 0.119 -2.926
H -1.360 1.693 -2.125
H -0.987 1.134 -0.503
H 0.551 -0.378 -0.092
H 0.305 -1.976 -0.938
H -2.302 0.393 -1.419
H 1.596 -0.949 -1.387
C 0.017 -0.227 2.455
C 1.250 0.724 2.242
O 2.357 0.264 2.577
O 0.985 1.853 1.757
H 0.379 -1.223 2.210
H -0.755 0.168 1.792
H -0.270 -0.174 3.506
*
```

Results
HOMO level   -3.9 eV
Frontier orbital gap   7.7 eV
LUMO energy   3.860 eV

Here are the Mulliken charges for atoms 1 to 5, given in e: C -0.29; C -0.88; C -0.63; H 0.20; H 0.30



(4)
This record from the Open Molecules 2025 dataset describes a 2-piece molecular cluster, C5H11O2 overall. The level of theory is the ωB97M-V functional and the def2-TZVPD basis.

The geometry in ORCA input format:
```
! RIJCOSX wB97M-V def2-TZVPD def2/J DEFGRID3
* xyz 0 2
C 0.955 -1.051 -0.767
C 0.227 -0.878 -2.108
C 0.100 -1.707 0.329
H 1.856 -1.672 -0.912
H 1.332 -0.105 -0.373
H 0.857 -1.180 -2.943
H -0.135 0.133 -2.225
H -0.961 -1.540 0.185
H 0.236 -2.782 0.328
H -0.603 -1.583 -2.150
H 0.421 -1.338 1.304
C -0.535 2.454 0.897
C -0.760 1.289 1.856
O -1.806 0.722 1.978
O 0.338 1.036 2.509
H 0.340 3.045 1.167
H -1.427 3.060 1.040
H -0.434 2.096 -0.116
*
```

Results
HOMO level (spin up / spin down)   -11.0 / -10.8 eV
Frontier orbital gap (spin up / spin down)   11.8 / 7.8 eV
<S²>   0.754
LUMO energy (spin up / spin down)   0.848 / -3.003 eV

Here are the Mulliken charges for atoms 1 to 5, given in e: C -0.11; C -1.07; C -1.21; H 0.30; H 0.23



(5)
This record from the Open Molecules 2025 dataset describes a 2-piece molecular cluster, C5H11O2 overall in a non-equilibrium geometry. The level of theory is the ωB97M-V functional and the def2-TZVPD basis.

The geometry in ORCA input format:
```
! RIJCOSX wB97M-V def2-TZVPD def2/J DEFGRID3
* xyz 0 2
C -0.465 2.805 1.802
C -1.632 1.829 1.762
O -1.394 0.796 2.531
O -2.637 1.963 1.118
H 0.168 2.574 2.666
H -0.922 3.776 1.972
H 0.047 2.850 0.847
C 0.857 -1.044 -0.906
C -0.651 -1.361 -0.843
C 1.690 -2.101 -1.603
H 0.979 -0.063 -1.375
H 1.263 -0.851 0.084
H -1.151 -0.862 -0.012
H 1.168 -2.596 -2.420
H 2.582 -1.690 -2.098
H -0.924 -2.410 -0.926
H -1.067 -0.757 -1.662
H 2.087 -2.857 -0.937
*
```

Results
HOMO level (spin up / spin down)   -11.1 / -10.8 eV
Frontier orbital gap (spin up / spin down)   11.8 / 7.8 eV
<S²>   0.754
LUMO energy (spin up / spin down)   0.784 / -2.980 eV

Here are the Mulliken charges for atoms 1 to 5, given in e: C -0.84; C 0.76; O -0.24; O -0.53; H 0.33



(6)
This record from the Open Molecules 2025 dataset describes a 2-piece molecular cluster, C5H11O3 overall in a non-equilibrium geometry. The level of theory is the ωB97M-V functional and the def2-TZVPD basis.

The geometry in ORCA input format:
```
! RIJCOSX wB97M-V def2-TZVPD def2/J DEFGRID3
* xyz 0 2
C -1.775 -0.224 -0.934
O -0.881 -0.419 -2.035
C -1.749 -1.414 0.031
C -0.535 -1.222 1.046
C 0.809 -0.860 0.499
C 1.480 0.333 0.753
O 2.545 0.677 0.212
H -2.777 -0.131 -1.361
H -1.580 0.716 -0.382
H -2.642 -1.442 0.636
H -1.606 -2.315 -0.562
H -0.487 -2.119 1.668
H -0.921 -0.425 1.708
H 1.364 -1.665 0.020
H -0.007 -0.364 -1.622
H 1.019 1.054 1.454
H 2.718 2.498 -0.233
H 2.096 3.896 -0.492
O 2.931 3.424 -0.407
*
```

Results
HOMO level (spin up / spin down)   -9.9 / -10.6 eV
Frontier orbital gap (spin up / spin down)   10.6 / 8.4 eV
<S²>   0.768
LUMO energy (spin up / spin down)   0.706 / -2.186 eV

Here are the Mulliken charges for atoms 1 to 5, given in e: C -0.42; O -0.53; C -0.64; C -0.45; C -0.66



(7)
This record from the Open Molecules 2025 dataset describes C5H11O4Sm as an isolated structure in a non-equilibrium geometry. The level of theory is the ωB97M-V functional and the def2-TZVPD basis.

The geometry in ORCA input format:
```
! RIJCOSX wB97M-V def2-TZVPD def2/J DEFGRID3
* xyz 1 7
C 0.603 -3.484 2.345
O 1.047 -2.241 2.003
H 1.476 -4.000 2.804
H -0.174 -3.457 3.130
H 0.264 -4.071 1.474
O -0.733 2.542 -2.828
C 0.612 2.560 -2.550
C 1.019 1.275 -1.520
O 0.063 1.298 -0.493
C -0.155 0.021 0.458
C -1.590 0.106 0.990
O -2.502 0.562 0.048
Sm -2.056 1.899 -1.422
H 0.907 3.489 -2.021
H 1.248 2.441 -3.448
H 2.038 1.413 -1.127
H 0.943 0.321 -2.069
H 0.544 0.270 1.272
H -0.121 -0.801 -0.281
H -1.572 0.764 1.885
H -1.860 -0.907 1.350
*
```

Results
HOMO level (spin up / spin down)   -13.5 / -12.9 eV
Frontier orbital gap (spin up / spin down)   8.9 / 8.4 eV
<S²>   12.020
LUMO energy (spin up / spin down)   -4.662 / -4.518 eV

Here are the Mulliken charges for atoms 1 to 5, given in e: C -0.47; O -0.30; H 0.27; H 0.25; H 0.25